No. 1
Formula: C30H23N2O4P2S2Ta
Source: OMol25
Level of theory: ωB97M-V with the def2-TZVPD basis set

XYZ file:
```
64
Properties=species:S:1:pos:R:3:forces:R:3
Ta 0.528673 0.632296 -1.955786 -2.278 -0.843 2.457
S -0.874672 2.541102 -1.482440 0.486 -0.477 -0.710
P -0.884132 1.590082 0.409882 0.559 -0.130 0.007
C 0.416787 0.438766 0.138032 -0.324 -0.154 -2.028
P 0.189797 -1.301981 0.309711 0.426 0.300 -0.146
S -0.358447 -1.720969 -1.668306 0.382 0.924 -0.223
C -1.031448 -1.741748 1.538038 0.249 0.006 -0.103
C -0.709120 -1.323537 2.832991 -0.041 -0.085 -0.023
C -1.578851 -1.609530 3.870049 0.030 0.002 -0.011
C -2.752950 -2.307842 3.609130 -0.005 0.005 0.012
C -3.059866 -2.725246 2.321627 -0.061 -0.061 0.005
C -2.198849 -2.444595 1.271391 0.067 0.046 -0.049
C 1.766762 -2.060007 0.693859 -0.298 0.104 0.096
C 1.794283 -3.289292 1.352025 -0.043 0.023 -0.086
C 3.016346 -3.873169 1.642186 -0.049 -0.080 0.020
C 4.195000 -3.233305 1.286229 0.039 0.009 -0.002
C 4.165334 -2.001466 0.643270 0.000 0.003 -0.012
C 2.951246 -1.409532 0.343941 -0.035 -0.060 0.046
C -0.402290 2.772828 1.658568 -0.056 -0.159 -0.201
C 0.737905 2.514776 2.419043 -0.065 0.036 -0.067
C 1.107820 3.416071 3.403365 0.017 0.012 0.034
C 0.353754 4.563571 3.610774 0.062 -0.049 0.021
C -0.773296 4.821855 2.839245 -0.100 0.068 -0.024
C -1.160977 3.927544 1.858415 -0.005 -0.080 -0.029
C -2.557707 0.988809 0.670454 0.283 0.145 -0.037
C -3.286130 0.438908 -0.385197 -0.043 0.022 0.045
C -4.574495 -0.010159 -0.159995 -0.015 -0.019 -0.039
C -5.134239 0.089796 1.108679 0.020 0.022 -0.009
C -4.403564 0.627737 2.158388 -0.046 -0.014 0.038
C -3.112095 1.082416 1.946006 0.076 -0.004 0.022
H 0.222475 -0.800199 3.020834 -0.017 0.015 0.065
H -1.337799 -1.303548 4.879208 -0.007 0.006 -0.005
H -3.432427 -2.532702 4.420880 0.011 -0.019 -0.005
H -3.968515 -3.282403 2.136218 -0.002 0.018 -0.006
H -2.430268 -2.770037 0.264445 -0.024 0.009 0.007
H 0.870325 -3.776493 1.638967 0.028 -0.040 0.013
H 3.046475 -4.827712 2.149630 0.012 0.009 0.003
H 5.146655 -3.692534 1.518581 -0.009 -0.002 0.005
H 5.087392 -1.498272 0.385732 -0.001 -0.014 -0.008
H 2.929064 -0.439649 -0.131915 0.032 0.060 -0.021
H 1.330157 1.629656 2.226668 0.025 -0.006 0.026
H 1.988787 3.226214 4.001305 -0.009 0.017 0.006
H 0.651201 5.266437 4.377616 -0.010 0.007 -0.011
H -1.347214 5.723869 3.003031 0.002 -0.010 -0.003
H -2.038064 4.116828 1.249995 -0.018 0.059 0.045
H -2.861814 0.376878 -1.377891 -0.014 0.012 -0.025
H -5.149856 -0.426125 -0.976185 -0.004 0.010 0.005
H -6.150239 -0.243344 1.274494 0.008 -0.013 0.008
H -4.843415 0.704024 3.143782 0.003 0.010 -0.005
H -2.541027 1.510416 2.760508 -0.040 -0.002 0.007
O 4.752529 0.259576 -6.433066 0.423 0.020 -0.089
C 3.572339 0.282026 -7.017321 -0.382 -0.053 0.043
O 3.423176 0.317486 -8.202698 0.034 0.014 0.026
C 2.338354 0.245353 -6.145937 0.039 -0.003 0.223
C 1.078594 0.152148 -6.708335 0.095 0.041 -0.044
N 0.188354 0.150633 -5.711153 -0.210 -0.101 -0.077
N 0.765236 0.232505 -4.513278 0.344 0.352 1.164
C 2.085727 0.297610 -4.766214 -0.128 -0.058 -0.387
C 3.004679 0.407653 -3.612207 0.309 -0.235 -0.944
O 4.189473 0.303589 -3.664626 -0.131 0.116 0.212
O 2.324959 0.618108 -2.466829 0.707 0.270 0.650
H 4.734433 0.216470 -5.463974 -0.154 0.005 0.087
H 0.811415 0.100132 -7.752066 -0.071 -0.028 0.028
H -0.811752 0.061238 -5.791752 -0.072 0.020 0.004
```
Positions in Å, forces in eV/Å.

Properties
- HOMO-LUMO gap (eV) = 6.928
- LUMO energy (eV) = -7.83
- net charge = +2


No. 2
Formula: C44H55N4PRh
Source: OMol25
Level of theory: ωB97M-V with the def2-TZVPD basis set

XYZ file:
```
105
Properties=species:S:1:pos:R:3:forces:R:3
Rh 0.565823 -0.182785 -0.017548 -2.459 0.594 -0.991
C 1.909730 5.544115 -1.727032 0.147 0.034 0.179
C 2.542462 5.014303 -0.433190 -0.110 0.028 -0.213
C 1.782121 3.863008 0.130595 -1.053 0.678 1.643
C 0.911497 3.848721 1.226508 1.140 0.395 -1.528
C 0.589694 4.998705 2.107182 0.200 0.007 0.266
C 1.575853 5.101315 3.276836 -0.221 0.098 -0.099
C 0.463764 2.504083 1.364089 -0.406 -0.564 0.243
C -0.325690 2.035595 2.416453 0.429 -0.293 -0.626
C -0.673885 0.707907 2.641287 -0.152 0.488 0.234
C -1.374643 0.222512 3.818974 -0.072 -0.091 -0.354
C -1.649697 1.069801 5.013398 0.215 -0.080 0.012
C -0.359450 1.261926 5.819126 -0.199 0.066 0.028
C -1.584128 -1.108265 3.631048 0.308 0.224 -0.337
C -1.014820 -1.433914 2.332768 0.108 0.892 0.383
C -1.061555 -2.651230 1.726327 0.699 -0.698 -1.645
C -0.456901 -2.978564 0.480552 -0.510 1.035 1.346
N 0.324431 -2.136260 -0.266739 0.040 -0.806 -0.184
C 0.779515 -2.884189 -1.331399 0.254 0.505 -0.247
C 1.681966 -2.470226 -2.307424 -0.265 0.472 0.632
C 2.229905 -1.200264 -2.397112 -0.079 -0.545 -0.289
N 1.839250 -0.141238 -1.651336 -0.171 0.338 0.865
C 2.638578 0.911872 -2.024493 0.069 -0.732 -0.409
C 2.602143 2.157719 -1.483196 -1.029 0.648 1.423
C 1.801146 2.549821 -0.377917 0.621 -1.047 -1.299
N 0.997209 1.724293 0.357093 0.167 0.621 0.258
C 3.572052 0.481447 -3.049687 -0.406 -0.205 0.158
C 3.323464 -0.836779 -3.272287 -0.004 0.332 0.159
C 4.060406 -1.769461 -4.171338 -0.144 0.041 -0.157
C 3.437386 -1.859569 -5.565968 0.156 -0.034 0.155
C 4.658584 1.338295 -3.591658 0.181 -0.078 0.134
C 5.860814 1.350579 -2.640933 -0.068 0.082 -0.230
C 0.247037 -4.198636 -1.272323 -0.997 -0.384 1.425
C -0.547354 -4.250145 -0.126360 1.010 -0.697 -1.597
C -1.398689 -5.384962 0.317011 -0.188 0.136 -0.053
C -2.854383 -5.143047 -0.096781 0.121 -0.210 0.115
C 0.461043 -5.244067 -2.302785 -0.157 0.073 -0.203
C -0.360341 -4.922469 -3.557408 0.140 -0.200 0.091
N -0.432238 -0.310449 1.788699 0.352 -0.420 -0.618
C -2.252809 -2.096935 4.523110 -0.212 0.064 -0.122
C -3.733351 -2.269346 4.170298 0.129 -0.035 0.154
H 2.463181 6.408274 -2.086738 0.009 0.066 -0.095
H 0.878650 5.845446 -1.553747 -0.089 0.022 -0.003
H 1.916562 4.781364 -2.502919 -0.044 -0.032 -0.084
H 2.588627 5.819754 0.299728 0.085 -0.026 0.034
H 3.569100 4.698665 -0.641411 0.014 0.124 0.106
H -0.425158 4.901596 2.494638 -0.083 0.119 -0.038
H 0.644140 5.915617 1.518188 -0.176 0.028 0.036
H 1.579275 4.182392 3.856861 0.031 -0.102 0.105
H 1.297003 5.925407 3.927322 0.037 0.078 0.138
H 2.583956 5.276273 2.910896 0.123 -0.012 -0.018
H -0.667409 2.769622 3.128144 0.024 0.058 0.150
H -2.407467 0.597728 5.638160 -0.083 0.049 -0.005
H -2.036021 2.042730 4.698159 -0.096 -0.043 0.063
H 0.017490 0.302376 6.165751 0.038 -0.068 0.049
H -0.539892 1.898072 6.680929 0.048 0.065 0.128
H 0.412919 1.719126 5.203863 0.075 0.047 -0.018
H -1.575718 -3.454688 2.229915 -0.089 -0.055 0.059
H 2.017671 -3.206637 -3.017085 0.049 -0.129 -0.082
H 3.253673 2.910187 -1.894159 0.079 0.086 -0.066
H 4.084635 -2.763027 -3.719314 0.168 0.020 -0.004
H 5.087994 -1.415976 -4.266729 0.061 -0.130 0.059
H 2.413543 -2.219767 -5.513868 -0.152 -0.046 -0.026
H 4.015604 -2.539839 -6.185027 -0.007 -0.065 -0.139
H 3.430351 -0.881580 -6.038296 -0.038 0.110 -0.106
H 4.290299 2.356553 -3.726623 0.036 0.021 -0.148
H 4.972629 0.966662 -4.565744 -0.038 0.049 -0.103
H 5.581758 1.758733 -1.674581 -0.005 0.063 0.169
H 6.660779 1.953253 -3.058649 0.160 0.099 0.016
H 6.236791 0.343944 -2.483113 0.047 -0.135 0.022
H -1.341334 -5.507046 1.401029 0.048 -0.137 -0.033
H -1.041402 -6.302464 -0.152748 0.005 -0.030 0.177
H -3.250343 -4.255056 0.391930 -0.084 0.098 0.042
H -3.468342 -5.995580 0.179131 -0.174 -0.044 0.007
H -2.922504 -5.000097 -1.173270 -0.040 0.007 -0.094
H 0.162941 -6.215070 -1.907830 0.107 -0.040 -0.036
H 1.521427 -5.296635 -2.559967 -0.005 -0.143 0.015
H -1.415382 -4.850414 -3.305874 -0.140 0.002 -0.008
H -0.236119 -5.697589 -4.306896 -0.018 -0.077 -0.156
H -0.050371 -3.972117 -3.984587 0.001 0.096 -0.087
H -2.169734 -1.764698 5.558349 0.085 -0.084 0.030
H -1.749507 -3.061399 4.432463 0.049 0.013 0.192
H -4.241957 -1.308264 4.196662 -0.080 0.070 0.009
H -4.210551 -2.937782 4.883526 -0.111 -0.053 -0.007
H -3.849123 -2.688397 3.172479 -0.044 -0.026 -0.116
C -1.907528 1.599831 -2.330883 0.758 -0.235 0.316
P -1.685385 0.315333 -1.033969 0.524 -0.439 0.358
C -2.455504 -1.118729 -1.883553 0.642 0.080 0.290
C -2.946898 0.824056 0.178031 0.512 -0.019 0.220
C -3.051378 2.171411 0.517431 0.057 -0.055 -0.141
C -4.062478 2.604789 1.355422 -0.078 0.053 0.030
C -4.960543 1.694816 1.891691 0.078 -0.002 -0.037
C -4.820231 0.346333 1.607848 -0.099 -0.044 0.021
C -3.815430 -0.092017 0.763427 0.103 -0.051 -0.143
H -1.404424 2.515895 -2.039311 0.028 0.174 -0.038
H -2.971508 1.782074 -2.470316 -0.027 -0.081 0.119
H -1.474029 1.241797 -3.262555 0.099 0.006 -0.018
H -3.509206 -0.923677 -2.079472 0.035 0.144 0.041
H -2.347814 -2.021152 -1.288494 -0.005 -0.137 0.052
H -1.922705 -1.256787 -2.824377 0.008 -0.088 -0.007
H -2.348638 2.883015 0.110005 0.032 0.146 -0.044
H -4.168107 3.656702 1.570782 0.042 0.114 0.055
H -5.769514 2.035648 2.521148 -0.023 0.017 0.060
H -5.514920 -0.366473 2.024690 -0.038 -0.091 0.063
H -3.722362 -1.145732 0.547065 -0.013 -0.137 -0.031
```
Positions in Å, forces in eV/Å.

Properties
- HOMO-LUMO gap (alpha / beta) (eV) = 5.459 / 5.461
- LUMO energy (alpha / beta) (eV) = -3.87 / -3.87
- net charge = +1


No. 3
Formula: C4H19N3O3
Source: OMol25
Level of theory: ωB97M-V with the def2-TZVPD basis set

XYZ file:
```
29
Properties=species:S:1:pos:R:3:forces:R:3
C 0.079754 -1.604628 -0.007033 -0.364 1.068 0.809
C 0.315184 -0.890389 1.377408 0.473 0.809 -1.526
C -0.451497 0.388824 1.360955 0.035 1.523 -0.472
C -1.647723 0.730461 1.864382 0.740 -0.832 2.064
N -2.284828 1.905944 1.998453 -0.051 0.426 -0.441
N 0.326230 1.552500 0.737372 -1.543 -0.530 0.823
N 0.446967 -3.037703 0.066082 0.616 -0.206 -0.551
H -0.954858 -1.554293 -0.336856 -0.061 -0.151 0.622
H 0.581324 -1.071584 -0.823794 0.355 -0.412 0.244
H 0.181730 -1.481413 2.284696 -0.345 -0.128 -0.210
H 1.355938 -0.526366 1.384684 0.025 -0.755 0.296
H -1.981911 0.000134 2.610759 -0.670 -0.281 -0.897
H -3.231399 1.918006 2.323125 -0.193 -0.161 0.320
H -1.954822 2.823976 1.755630 0.146 -0.105 -0.399
H 0.030820 1.795111 -0.213233 0.411 -0.206 -0.232
H 1.323345 1.388927 0.818873 0.283 0.280 -0.438
H 0.081723 2.343835 1.335375 0.482 0.269 -0.141
H 0.325961 -3.324770 1.036534 -0.084 -0.639 -0.204
H -0.122350 -3.567624 -0.623929 -0.424 0.170 0.578
H 1.410049 -3.226236 -0.220832 0.160 0.123 0.380
H 1.219295 1.478037 -2.231057 -0.087 0.131 -0.712
H 0.598538 1.378623 -3.655299 0.036 0.026 0.232
O 0.487737 1.087329 -2.739985 0.146 -0.121 0.660
H -0.251886 -2.976641 -2.654044 -1.270 0.253 -0.192
H -1.783404 -2.500862 -2.508603 0.245 -0.181 -0.402
O -1.035408 -2.916996 -2.065464 0.889 -0.408 -0.277
H 3.049999 3.189781 -0.891403 0.619 -0.540 -0.288
H 1.735648 3.765684 -0.865942 -0.618 0.148 -0.388
O 2.149845 2.932332 -1.116853 0.049 0.430 0.744
```
Positions in Å, forces in eV/Å.

Properties
- HOMO-LUMO gap (eV) = 9.775
- LUMO energy (eV) = -6.10
- net charge = +2
- energy relative to the best compared isomer or geometry (same formula, charge and spin) (kJ/mol) = 130.1


No. 4
Formula: C3H5EuO3
Source: OMol25
Level of theory: ωB97M-V with the def2-TZVPD basis set

XYZ file:
```
12
Properties=species:S:1:pos:R:3:forces:R:3
H -0.271723 0.228584 -1.580324 1.253 0.230 0.127
O -0.962842 -1.539295 -1.643457 0.460 -1.681 1.007
C 0.043016 -0.815154 -1.416434 -1.269 -1.764 3.700
H 0.564755 -1.425544 -0.313784 0.082 1.721 -4.418
O -2.191433 -0.944692 -1.578142 -0.182 0.941 -1.087
Eu -2.810461 0.272881 0.270957 -0.367 0.111 0.557
O -0.747131 0.358886 1.688475 3.411 -0.867 -2.285
C 0.535971 0.231018 1.504494 -2.151 3.854 -0.130
C 1.382990 0.936239 0.275087 -1.601 -1.464 4.176
H 1.027725 0.021754 2.479664 0.549 -0.671 -0.983
H 2.454278 0.797133 0.402761 -0.123 -0.056 -0.415
H 0.974860 1.878194 -0.089293 -0.062 -0.354 -0.247
```
Positions in Å, forces in eV/Å.

Properties
- <S²> = 20.018
- HOMO-LUMO gap (alpha / beta) (eV) = 7.760 / 8.761
- LUMO energy (alpha / beta) (eV) = -10.52 / -10.71
- net charge = +2
- energy relative to the best compared isomer or geometry (same formula, charge and spin) (kJ/mol) = 524.4
- multiplicity = 9